DFT (ωB97M-V with the def2-TZVPD basis set) results for a structure of composition C10H16B2F4N8O4Pd.

Structure (XYZ):
```
45
Properties=species:S:1:pos:R:3:forces:R:3
Pd -0.959 1.414 0.638 0.344 -1.256 -1.006
C -1.244 -2.666 2.064 0.799 0.472 -1.050
C -1.167 -1.213 1.817 -1.013 0.617 -1.230
N -0.607 -0.597 0.835 0.788 0.236 -0.260
O 0.094 -1.269 -0.122 -0.224 0.275 0.466
B 1.265 -0.497 -0.759 -0.897 0.021 0.073
F 1.894 -1.372 -1.605 -0.291 0.007 0.088
F 2.047 0.010 0.213 0.254 0.334 0.412
O 0.752 0.651 -1.669 -0.669 0.029 0.858
N -0.061 1.553 -1.137 0.950 -0.518 0.472
C -0.251 2.658 -1.836 0.205 -1.249 0.823
C 0.449 2.731 -3.120 0.024 -0.347 -1.465
C -1.079 3.595 -1.165 0.097 1.274 -2.988
N -1.447 3.321 0.094 1.050 -2.141 -0.241
O -2.076 4.144 0.686 -1.583 1.575 1.500
B -2.253 2.958 3.250 0.848 1.094 0.332
F -2.914 3.884 3.884 -0.330 -0.347 -0.116
F -0.973 3.175 2.949 -0.170 -0.267 0.106
O -2.826 1.741 2.969 -0.633 0.222 0.066
N -2.027 0.895 2.264 0.400 1.789 -0.179
C -2.036 -0.308 2.622 -0.980 -1.950 0.857
C -2.926 -0.821 3.730 0.645 -0.329 0.367
C -1.564 4.837 -1.906 0.481 -1.349 1.290
H -2.235 -3.060 1.829 -0.063 0.105 0.676
H -0.584 -3.145 1.356 0.378 -0.292 0.053
H -0.868 -2.744 3.067 -0.307 -0.952 0.620
H 1.441 3.169 -2.952 -0.002 -0.194 -0.027
H 0.595 1.663 -3.556 -0.436 2.195 0.551
H -0.082 3.435 -3.778 0.318 -0.621 -0.118
H -3.482 -1.753 3.519 0.496 0.492 -0.287
H -2.267 -1.038 4.592 -0.276 0.020 -0.208
H -3.627 -0.058 4.041 -0.053 0.043 -0.026
H -1.209 4.777 -2.937 -0.589 0.238 0.242
H -2.649 4.897 -1.735 0.347 0.244 -0.476
H -1.081 5.661 -1.399 -0.071 0.633 -0.002
N 2.531 -3.918 -2.198 -0.878 -0.241 -1.849
C 3.544 -4.036 -1.346 -1.276 -0.035 -0.850
N 3.419 -3.869 -0.046 1.247 0.275 0.548
N 4.796 -4.372 -1.757 0.903 -0.521 0.363
C 5.123 -4.651 -2.947 -0.510 0.631 0.771
N 5.530 -4.749 -4.043 0.353 -0.395 -1.126
H 1.601 -3.513 -2.020 0.961 -0.170 0.744
H 2.555 -4.156 -3.229 0.875 0.240 1.809
H 2.573 -3.442 0.293 -0.014 -0.050 0.386
H 4.288 -3.920 0.550 -1.497 0.165 -0.967
```
Forces are in eV/Å.

The value obtained for the LUMO energy (alpha / beta) is -7.1 / -9.4 eV. The calculation puts the HOMO energy (alpha / beta) at -0.57003 / -0.59298 Eh. As for the net charge: +2. The multiplicity is 3. For the electronic energy, the calculation gives -1706.24843 hartree.



DFT (ωB97M-V with the def2-TZVPD basis set) results for a structure of composition C10H16Cl4O5V.

Structure (XYZ):
```
36
Properties=species:S:1:pos:R:3:forces:R:3
C -0.859 -1.335 -0.021 0.610 0.913 0.159
C -1.202 -0.540 -1.162 -0.271 0.317 1.193
C -1.252 0.818 -0.744 0.269 -0.987 0.275
C -1.669 -1.048 -2.478 0.114 -0.079 -0.320
C -0.848 0.891 0.627 -0.050 -1.385 -0.031
C -0.598 -0.441 1.078 -0.962 0.444 -0.828
C -0.293 -0.821 2.480 0.274 -0.080 0.211
C -0.862 -2.816 0.052 0.167 -0.354 -0.065
C -1.805 1.923 -1.563 0.210 0.383 -0.204
C -0.866 2.093 1.492 0.174 0.470 0.048
V 1.080 -0.113 -0.515 -0.145 -0.634 0.322
Cl 1.384 0.542 -2.553 0.067 -0.745 -4.025
Cl 1.594 -2.176 -1.912 0.115 -1.055 -0.043
Cl 1.179 2.489 -0.920 -0.308 2.233 1.668
H -1.246 -2.033 -2.686 0.101 0.150 -0.038
H -1.378 -0.364 -3.284 0.047 -0.188 0.120
H -2.762 -1.145 -2.492 -0.018 0.060 0.053
H -1.521 1.820 -2.615 0.033 -0.018 0.124
H -1.414 2.882 -1.218 -0.126 -0.075 -0.045
H -2.902 1.920 -1.502 0.006 -0.014 0.005
H -0.360 2.920 0.977 -0.077 -0.141 0.201
H -0.352 1.902 2.436 -0.008 0.060 -0.106
H -1.898 2.387 1.718 -0.051 -0.008 0.013
H 0.434 -0.123 2.903 -0.017 -0.134 -0.005
H 0.146 -1.820 2.526 -0.010 0.151 -0.026
H -1.198 -0.802 3.101 -0.026 0.001 -0.026
H -0.536 -3.254 -0.894 -0.054 0.063 0.083
H -1.866 -3.181 0.292 -0.100 -0.043 0.043
H -0.168 -3.182 0.814 -0.022 0.139 -0.069
O 1.848 -1.357 0.718 -0.201 0.380 0.615
H 2.790 -1.403 0.970 -0.665 0.326 -0.719
O 4.201 0.006 1.574 -0.105 0.756 -0.189
Cl 3.499 1.093 0.891 -1.697 -0.689 -0.154
O 2.165 1.303 1.516 2.236 -0.152 -0.256
O 4.279 2.296 0.925 0.034 -0.190 -0.001
O 3.257 0.670 -0.533 0.458 0.127 2.016
```
Forces are in eV/Å.

The value obtained for the LUMO energy (alpha / beta) is 5.3 / 5.3 eV. The calculation puts the HOMO energy (alpha / beta) at -0.00873 / -0.00998 Eh. As for the net charge: -2. The multiplicity is 2. For the electronic energy, the calculation gives -3551.45636 hartree.



DFT (ωB97M-V with the def2-TZVPD basis set) results for a structure of composition C10H16ClCuO6.

Structure (XYZ):
```
34
Properties=species:S:1:pos:R:3:forces:R:3
Cu -0.101 -1.211 -1.263 -0.425 1.915 -0.787
Cl -1.001 -0.359 -3.774 0.397 -0.723 0.811
O 0.006 1.150 -0.768 0.001 2.000 2.414
C -0.060 2.165 0.277 0.518 -2.351 -3.506
C -1.352 3.150 0.206 -0.881 0.279 -1.579
O -1.713 3.654 -1.078 1.099 -1.128 2.462
H 0.732 2.912 0.229 0.578 0.176 -0.546
H 0.131 1.673 1.230 -0.968 0.213 0.725
H -1.124 3.984 0.870 0.267 0.240 0.202
H -2.187 2.599 0.639 -0.274 -0.332 -0.175
O -1.516 -1.724 0.520 -2.861 -1.892 2.790
C -2.335 -2.333 1.245 2.854 0.834 -1.866
O -2.908 -3.500 0.793 0.438 0.652 0.371
C -3.838 -4.064 1.727 -0.051 2.256 0.838
C -3.829 -3.049 2.915 -2.391 -1.577 2.168
C -2.771 -2.082 2.741 2.110 1.179 -2.021
H -3.541 -5.062 2.050 -0.197 0.023 -0.498
H -4.828 -3.917 1.294 0.076 -1.070 -0.246
H -3.704 -3.494 3.902 0.344 -0.816 -0.150
H -4.811 -2.629 3.130 -0.218 0.366 -0.924
H -1.959 -2.335 3.423 0.488 0.141 -0.476
H -2.961 -1.020 2.899 -0.311 -0.126 -0.188
O 2.547 -1.052 -1.510 1.536 1.704 0.502
C 3.162 0.012 -1.591 -2.477 -0.706 -1.401
O 4.041 0.462 -0.722 1.748 -0.287 2.477
C 4.672 1.754 -0.979 -2.152 -0.107 -1.533
C 4.142 2.018 -2.416 1.322 0.613 -1.017
C 3.028 1.029 -2.702 0.479 0.286 0.291
H 5.750 1.745 -0.820 -0.135 -0.566 -0.237
H 4.251 2.526 -0.334 -0.139 -0.392 0.415
H 4.896 1.848 -3.185 0.536 -0.057 0.276
H 3.832 3.041 -2.631 -0.085 0.084 0.558
H 3.251 0.519 -3.640 -0.723 0.083 -0.060
H 2.094 1.590 -2.675 -0.504 -0.912 -0.088
```
Forces are in eV/Å.

The value obtained for the LUMO energy (alpha / beta) is 2.3 / 2.3 eV. The calculation puts the HOMO energy (alpha / beta) at -0.14025 / -0.12917 Eh. As for the net charge: -1. The multiplicity is 2. For the electronic energy, the calculation gives -2942.63507 hartree.



DFT (ωB97M-V with the def2-TZVPD basis set) results for a cluster of 2 separate species, C10H16ClN2 in total.

Structure (XYZ):
```
29
Properties=species:S:1:pos:R:3:forces:R:3
C -3.395 -0.486 -1.126 0.106 0.433 2.031
C -2.568 0.790 -1.228 -0.483 0.558 0.638
C -2.851 -1.431 -0.007 0.575 3.286 0.524
C 2.956 -0.413 -1.021 -1.257 0.622 -1.489
C 1.592 -1.027 -1.086 -2.011 -1.990 1.469
C -2.173 0.438 1.213 1.042 1.027 -1.398
C 2.740 0.913 -0.342 1.167 0.379 0.504
C 0.787 -0.480 -0.130 1.856 -1.156 -2.666
C -1.923 1.119 -0.091 -0.401 0.700 -2.011
C 2.062 -0.130 1.797 1.693 -1.301 -1.985
N -2.302 -0.934 1.046 -0.870 -3.127 -0.885
N 1.586 0.521 0.548 1.274 0.473 1.239
Cl -0.767 2.437 -0.029 -0.389 0.460 -0.121
H -4.435 -0.233 -0.889 -0.037 0.064 0.347
H -2.750 1.434 -2.158 1.065 -1.072 1.479
H -2.840 -2.482 -0.037 -0.376 -1.257 -0.508
H 3.666 -1.080 -0.620 0.930 -0.668 0.645
H 3.177 -0.226 -2.023 1.210 0.240 -1.682
H -3.495 -0.892 -2.078 0.188 -1.265 -1.635
H 1.383 -2.028 -1.664 0.265 2.388 1.133
H -1.394 0.663 1.899 0.975 0.078 0.709
H -3.008 0.908 1.635 -1.730 0.458 0.779
H 3.648 1.294 0.258 -1.642 -0.659 -0.659
H 2.441 1.736 -1.049 -0.051 -0.996 0.748
H -0.130 -0.784 0.338 -0.308 -0.020 -0.218
H 2.928 -0.759 1.525 -0.793 -0.519 -0.446
H 2.633 0.499 2.372 0.150 2.235 2.076
H 1.306 -0.742 2.202 -0.809 -0.238 0.921
H 1.124 1.375 0.747 -1.339 0.867 0.464
```
Forces are in eV/Å.

The value obtained for the LUMO energy is -2.7 eV. The calculation puts the HOMO energy at -0.45514 Eh. As for the net charge: +1. For the electronic energy, the calculation gives -959.99114 hartree.



Strongest force on any atom for the records above, in order: 3.25, 4.09, 4.42, 3.45 eV/Å